1.
Entry from the OMol25 dataset: CHClNO2P in the gas phase in a non-equilibrium geometry (wB97M-V/def2-TZVPD).

Geometry as XYZ:
```
7
Properties=species:S:1:pos:R:3:forces:R:3
C -0.891 -1.016 -0.047 1.6 1.8 1.1
N 0.584 1.488 0.601 -0.3 0.9 0.9
O -1.508 -0.834 0.946 0.8 -0.4 -1.6
O 2.212 0.296 -1.078 -2.3 -1.0 0.7
P 0.939 0.322 -0.278 0.3 -0.2 -0.2
Cl -1.183 -1.952 -1.418 -0.4 -0.5 -0.3
H -0.153 1.696 1.274 0.3 -0.5 -0.6
```
Positions in Å, forces in eV/Å.

Values from the calculation:
Gap between HOMO and LUMO ... 8.95 eV
Energy above the lowest of the compared OMol25 structures with the same formula, charge and spin ... 47.3 kcal/mol
E_tot ... -1045.439416 Eh
LUMO energy ... -1.19 eV
Highest occupied orbital energy ... -0.37279 Eh

Mulliken population analysis, charges in e, atoms 1 to 5: 0.436, -0.480, -0.323, -0.538, 0.660

2.
Entry from the OMol25 dataset: C30H50P4RuSe as an isolated structure in a non-equilibrium geometry (wB97M-V/def2-TZVPD).

Geometry as XYZ:
```
86
Properties=species:S:1:pos:R:3:forces:R:3
Ru -0.608 -0.040 -0.105 0.8 0.6 0.7
P -3.051 -0.132 -0.689 -1.9 -0.4 -0.1
P -0.293 -2.224 -0.378 0.6 -4.2 1.7
P -0.510 2.184 -0.357 0.0 3.5 2.3
H 2.455 -0.896 -1.347 0.8 1.2 1.4
C 2.798 0.034 -0.782 -2.1 0.0 -3.5
C 3.730 0.103 0.137 1.9 0.0 0.9
H 4.209 -0.801 0.575 -0.5 0.6 -0.5
C -3.468 -0.200 -2.488 0.6 0.0 -0.3
C -3.934 -1.645 -0.023 0.2 0.1 0.0
C -4.064 1.303 -0.091 0.2 0.1 0.1
C 1.405 -2.934 -0.229 0.0 0.3 -0.3
C -1.045 -3.474 0.836 -0.2 0.5 -0.4
C -0.746 -2.903 -1.999 -0.1 0.2 -0.3
C 1.140 2.962 -0.201 0.2 -0.1 -0.3
C -1.312 3.358 0.902 -0.2 -0.4 -0.6
C -1.010 2.839 -1.942 -0.2 0.1 -0.7
H 2.307 0.902 -1.344 1.3 -1.0 1.1
H 4.247 1.046 0.422 -0.9 -0.6 -0.1
H -4.539 -0.264 -2.733 0.3 0.0 0.5
H -2.969 -1.077 -2.934 -0.2 0.3 0.1
H -3.066 0.704 -2.976 -0.2 -0.3 0.1
H -5.016 -1.680 -0.249 0.5 0.4 0.0
H -3.822 -1.688 1.075 -0.1 -0.1 -0.5
H -3.482 -2.550 -0.468 -0.1 0.4 0.3
H -5.139 1.252 -0.326 0.4 -0.4 -0.1
H -3.681 2.229 -0.552 -0.1 -0.3 0.2
H -3.980 1.386 1.003 0.0 0.0 -0.4
H 1.340 -3.987 -0.558 0.1 0.4 0.4
H 1.761 -2.860 0.816 -0.2 -0.1 -0.6
H 2.096 -2.393 -0.886 -0.1 -0.7 0.3
H -1.157 -4.439 0.293 0.0 0.6 0.5
H -2.031 -3.130 1.214 0.7 -0.4 -0.2
H -0.342 -3.601 1.687 -0.5 0.1 -0.6
H -0.245 -3.875 -2.112 -0.2 0.3 -0.1
H -0.397 -2.208 -2.780 -0.1 -0.5 0.1
H -1.829 -3.035 -2.089 0.2 0.0 -0.1
H 1.006 4.027 -0.459 0.2 -0.4 0.2
H 1.831 2.498 -0.912 0.0 0.5 0.3
H 1.538 2.856 0.821 -0.2 0.1 -0.5
H -1.182 4.384 0.501 -0.2 -0.5 0.3
H -0.778 3.273 1.874 -0.4 0.1 -0.8
H -2.389 3.139 1.040 0.7 0.3 0.0
H -0.621 3.861 -2.032 -0.2 -0.2 -0.1
H -2.093 2.854 -2.059 0.0 0.0 -0.1
H -0.579 2.218 -2.740 -0.1 0.3 0.1
C 1.055 0.117 -5.518 0.3 0.1 -0.3
C 2.373 -0.099 -5.047 0.8 -0.1 -0.2
C 3.450 -0.055 -5.925 0.0 -0.2 1.3
C 3.261 0.209 -7.285 -0.7 0.1 -0.3
C 1.953 0.431 -7.767 -0.8 0.1 0.4
C 0.868 0.391 -6.897 0.0 0.1 -0.9
Se -0.363 0.037 -4.348 0.4 0.0 -0.7
H 1.035 -0.004 0.387 -1.4 -0.3 0.3
H 2.506 -0.302 -3.992 0.3 0.0 0.0
H 4.464 -0.222 -5.545 -0.5 0.0 -0.1
H 4.101 0.238 -7.972 0.0 0.0 0.1
H 1.786 0.643 -8.821 0.0 -0.1 0.2
H -0.148 0.562 -7.247 0.3 0.0 -0.2
C -2.179 0.214 2.866 -0.7 0.1 -0.2
P -0.502 0.064 2.199 0.0 -0.2 0.7
C 0.352 1.394 3.178 -0.1 -0.5 -0.4
C 1.733 1.596 3.000 1.8 0.8 0.2
C 2.386 2.668 3.618 0.3 -0.9 -0.8
C 1.687 3.521 4.481 0.6 0.2 0.0
C 0.340 3.260 4.754 -1.3 -0.7 -0.1
C -0.305 2.198 4.122 -0.5 0.7 1.0
C 0.166 -1.359 3.169 0.0 0.6 -0.3
C -0.638 -2.165 3.987 -0.2 -0.2 0.3
C -0.100 -3.268 4.643 -0.9 0.1 0.2
C 1.250 -3.578 4.522 0.8 -0.1 -0.1
C 2.080 -2.748 3.750 -0.1 0.3 -0.2
C 1.536 -1.638 3.094 1.1 -0.7 0.2
H -2.574 1.230 2.720 0.2 -0.3 -0.1
H -2.190 0.008 3.946 0.1 0.1 -0.3
H -2.865 -0.493 2.377 0.3 0.2 0.2
H 2.314 0.924 2.361 -0.2 0.4 0.1
H 3.455 2.846 3.432 -0.5 -0.2 0.1
H 2.191 4.367 4.957 -0.1 -0.3 -0.1
H -0.205 3.883 5.468 0.1 -0.2 -0.3
H -1.346 2.009 4.368 0.2 0.2 0.0
H -1.692 -1.944 4.100 0.1 -0.2 0.0
H -0.751 -3.894 5.272 0.3 0.3 -0.4
H 1.675 -4.453 5.038 -0.3 0.5 -0.3
H 3.151 -2.963 3.676 -0.4 0.1 0.0
H 2.205 -0.999 2.523 -0.2 -0.3 0.0
```
Positions in Å, forces in eV/Å.

Values from the calculation:
Gap between HOMO and LUMO (alpha / beta) ... 7.19 / 4.31 eV
Energy above the lowest of the compared OMol25 structures with the same formula, charge and spin ... 16.2 kcal/mol
Charge ... +4
E_tot ... -5033.249698 Eh
LUMO energy (alpha / beta) ... -12.41 / -14.98 eV
Spin multiplicity ... 5
Highest occupied orbital energy (alpha / beta) ... -0.72040 / -0.70899 Eh

Mulliken population analysis, charges in e, atoms 1 to 5: -0.706, 0.456, 1.013, 0.913, -0.241

3.
Entry from the OMol25 dataset: a 3-piece molecular cluster, CH6NO4 overall in a non-equilibrium geometry (wB97M-V/def2-TZVPD).

Geometry as XYZ:
```
12
Properties=species:S:1:pos:R:3:forces:R:3
N -1.584 -1.177 -0.636 0.4 1.6 -0.7
C -0.360 -0.414 -0.634 1.5 -0.4 1.9
O 0.577 -0.901 -1.330 -0.8 1.3 0.0
O -0.274 0.555 0.244 -0.8 -2.1 -2.0
H -1.726 -1.943 -1.259 0.6 -0.3 -0.2
H -1.940 -1.301 0.266 -0.8 -0.1 1.2
H 2.916 1.147 -0.128 0.1 -0.5 -0.8
H 2.543 0.170 -1.305 1.3 1.2 1.1
O 3.312 0.740 -0.927 -1.7 -0.9 -0.3
H -1.316 1.751 2.872 -1.1 -1.8 -0.2
H -1.470 0.593 1.886 0.1 0.2 0.1
O -1.835 0.895 2.753 1.2 1.6 -0.1
```
Positions in Å, forces in eV/Å.

Values from the calculation:
Gap between HOMO and LUMO ... 8.78 eV
Energy above the lowest of the compared OMol25 structures with the same formula, charge and spin ... 14.0 kcal/mol
Charge ... -1
E_tot ... -397.512182 Eh
LUMO energy ... 4.09 eV
Highest occupied orbital energy ... -0.17242 Eh

Mulliken population analysis, charges in e, atoms 1 to 5: -0.487, 0.641, -0.721, -0.783, 0.192